Record 1
Here is a 2-piece molecular cluster, C13H11BBrClNO11P overall at a distorted geometry from the OMol25 dataset. Energies are from ωB97M-V with the def2-TZVPD basis set.

Its HOMO-LUMO gap is 0.227 hartree. The value obtained for the total energy is -130204.368 eV.

Each line ends with the Löwdin charge.
CARTESIAN COORDINATES (ANGSTROEM)
C -1.5146 -0.1164 -1.5031  -0.044
C -2.3122 1.0407 -0.7775  -0.186
O -2.2831 2.3275 -1.4777  -0.017
C -1.3799 3.1946 -0.8573  -0.440
O -1.7207 4.2975 -0.5590  0.175
C 0.0435 2.6153 -0.6015  -0.039
C 0.8695 2.2602 -1.7676  0.018
C 2.1771 1.6898 -1.5093  -0.556
Cl 3.1710 1.2192 -2.9076  0.726
N 2.6152 1.5058 -0.2122  0.066
C 1.8903 1.8388 0.9079  -0.568
Br 2.6009 1.5728 2.7029  0.819
C 0.5308 2.4043 0.7726  -0.283
P -0.3741 2.8048 2.3660  0.885
C 0.2918 4.5251 2.8284  -0.240
O -2.0120 3.0831 2.0967  -0.315
H -0.8575 0.2454 -2.3342  0.072
H -2.2534 -0.8390 -1.9412  0.092
H -0.8778 -0.6467 -0.7450  0.059
H -3.3966 0.7306 -0.7743  0.137
H -2.0194 1.1317 0.3049  0.106
H 0.4474 2.4488 -2.7818  0.145
H 3.5471 1.0989 -0.0582  0.165
H -0.5587 5.1729 3.1519  0.056
H 1.0703 4.3741 3.6209  0.031
H 0.8383 4.9242 1.9267  0.048
H -2.5506 2.3873 2.5125  0.065
B 0.3097 -4.4093 -0.1829  -0.880
O -0.7958 -5.3826 -0.1807  0.234
C -0.7310 -6.0671 -1.3247  -0.396
O -1.4892 -6.9409 -1.6403  0.161
C 0.4206 -5.5700 -2.1267  -0.397
O 0.7592 -5.9700 -3.2057  0.157
O 1.0330 -4.5933 -1.4541  0.227
O -0.2032 -3.0251 -0.0627  0.228
C 0.3288 -2.4988 1.0289  -0.402
O 0.1163 -1.3760 1.4177  0.102
C 1.2159 -3.5014 1.6825  -0.402
O 1.8469 -3.3337 2.6924  0.147
O 1.2062 -4.6230 0.9722  0.246


Record 2
Here is C13H11BCoF5N4O2 as an isolated structure from the OMol25 dataset. Energies are from ωB97M-V with the def2-TZVPD basis set.

Its HOMO-LUMO gap (spin up / spin down) is 0.337 / 0.212 hartree. Its multiplicity is 5. Its energy relative to the best compared isomer or geometry (same formula, charge and spin) is 106.94 kJ/mol. The value obtained for the total energy is -75603.167 eV.

Each line ends with the Löwdin charge.
CARTESIAN COORDINATES (ANGSTROEM)
Co -0.0793 -0.2527 -0.7680  1.035
B -0.4231 -3.6390 0.6387  -0.390
N -0.3957 -3.3355 -0.8941  -0.063
C -0.4993 -4.3067 -1.7975  -0.079
C -0.4461 -3.7589 -3.0698  -0.041
C -0.3045 -2.4030 -2.8457  -0.126
N -0.2741 -2.1497 -1.5231  -0.042
N -0.2894 -2.3480 1.5052  -0.064
C -0.2901 -2.4046 2.8331  -0.080
C -0.1585 -1.1257 3.3484  -0.037
C -0.0803 -0.3168 2.2317  -0.113
N -0.1600 -1.0614 1.1102  -0.037
H -1.4796 -4.1705 0.9010  0.070
H 0.5056 -4.3728 0.8968  0.070
H -0.6049 -5.3303 -1.4763  0.131
H -0.5023 -4.2721 -4.0139  0.098
H -0.2235 -1.6064 -3.5602  0.089
H -0.3846 -3.3566 3.3303  0.131
H -0.1242 -0.8266 4.3812  0.099
H 0.0277 0.7482 2.1801  0.098
F 0.8989 6.2298 2.4341  0.121
C 0.7164 5.0458 1.8421  -0.146
C -0.5564 4.6160 1.5151  -0.143
F -1.6093 5.3896 1.7920  0.124
C -0.7400 3.3913 0.9037  -0.139
F -1.9829 2.9950 0.5967  0.112
C 0.3318 2.5522 0.5918  -0.268
O 0.1536 1.3926 0.0146  -0.174
C 1.6036 3.0118 0.9401  -0.139
F 2.6662 2.2412 0.6696  0.112
C 1.7978 4.2346 1.5520  -0.143
F 3.0322 4.6368 1.8656  0.124
C -0.0250 0.9217 -3.6774  -0.146
O -0.0589 0.3761 -2.3982  -0.323
H 0.0951 2.0051 -3.5925  0.096
H -0.9559 0.7215 -4.2110  0.090
H 0.8191 0.5279 -4.2464  0.090


Record 3
Here is a 2-piece molecular cluster, C13H11Br2ClF12N2O7PS overall at a distorted geometry from the OMol25 dataset. Energies are from ωB97M-V with the def2-TZVPD basis set.

Its HOMO-LUMO gap is 0.270 hartree. The value obtained for the total energy is -236315.173 eV. Its net charge is -1.

Each line ends with the Löwdin charge.
CARTESIAN COORDINATES (ANGSTROEM)
C 1.2953 1.4601 0.2286  -0.170
C 0.4916 0.3348 -0.3372  -0.717
Br 1.2666 -1.3521 -0.0686  0.877
C -0.6535 0.4843 -0.9909  -0.731
Br -1.2290 2.2872 -1.2710  0.863
N -1.3933 -0.5817 -1.5601  -0.237
C -1.2608 -0.9038 -3.0046  -0.765
Cl -2.7291 -0.4780 -3.9556  0.680
C -0.0333 -0.0098 -3.5327  -0.861
O 1.0509 -0.5364 -3.2822  -0.079
O -0.3194 1.0489 -4.0442  -0.056
P -0.7386 -2.6885 -3.4481  0.849
N -2.1968 -3.4232 -3.9087  -0.213
O -0.5450 -3.3702 -1.9723  -0.338
S -2.4458 -1.4565 -0.6388  0.685
O -1.7473 -2.1126 0.4161  -0.283
O -3.2384 -2.2704 -1.5003  -0.277
C -3.6392 -0.3994 0.3724  -0.433
F -3.7723 -1.0768 1.5301  0.115
F -3.1443 0.8114 0.6635  0.088
C -5.0981 -0.2165 -0.1604  -0.347
F -5.6282 -1.3845 -0.5224  0.163
F -5.8138 0.2263 0.9187  0.126
C -5.3176 0.8410 -1.2878  -0.353
F -6.2497 0.3480 -2.1398  0.150
F -4.2040 1.0579 -1.9699  0.102
C -5.8760 2.2105 -0.8048  -0.551
F -5.7928 3.0618 -1.8325  0.177
F -7.1614 2.1087 -0.4602  0.175
F -5.1795 2.7136 0.2059  0.185
H 2.0924 1.0713 0.8477  0.031
H 1.6962 2.0821 -0.5642  0.088
H 0.6560 2.0560 0.8761  0.066
H -3.0324 -2.9463 -3.5879  -0.027
H -2.2221 -3.4892 -4.9140  0.009
H 0.3975 -3.5295 -1.8759  0.012
C 7.7403 -0.2773 3.2657  -0.061
C 6.3918 -0.6452 3.8441  -0.197
O 5.5861 0.5269 4.0726  0.030
C 4.9322 0.9868 3.0140  -0.402
O 4.9498 0.5384 1.9107  0.178
C 4.0762 2.2012 3.4237  -0.554
F 4.7635 3.0313 4.2179  0.162
F 2.9938 1.7857 4.0911  0.171
F 3.6822 2.8743 2.3525  0.178
H 8.2476 0.4416 3.9096  0.081
H 8.3626 -1.1665 3.1726  0.081
H 7.6319 0.1731 2.2798  0.079
H 6.5022 -1.1092 4.8216  0.123
H 5.8550 -1.3396 3.2001  0.127


Record 4
Here is C13H11BrCoF6N3O6S2 as an isolated structure from the OMol25 dataset. Energies are from ωB97M-V with the def2-TZVPD basis set.

Its HOMO-LUMO gap (spin up / spin down) is 0.281 / 0.285 hartree. Its multiplicity is 2. The value obtained for the total energy is -176050.879 eV. Its net charge is +1.

Each line ends with the Löwdin charge.
CARTESIAN COORDINATES (ANGSTROEM)
Co 0.4219 -0.9898 -0.1484  0.432
F 0.4920 2.0502 4.0667  0.184
C 0.0380 0.8783 3.6697  -0.679
F -1.1391 1.0281 3.0739  0.163
F -0.0684 0.0501 4.6906  0.187
S 1.2349 0.1287 2.4762  0.794
O 0.5509 -1.0374 1.9461  -0.291
O 2.4943 0.0434 3.1190  -0.175
N 0.2982 1.0227 0.2927  0.022
S 1.2271 0.2818 -2.7277  0.859
O 2.2072 -0.1624 -3.7065  -0.412
O 0.6482 -0.9617 -1.9812  -0.534
C -0.3053 0.6202 -3.7559  -0.733
F -1.4064 0.6583 -2.9689  0.077
F -0.4926 -0.2783 -4.7015  0.157
F -0.1770 1.8343 -4.3091  0.109
O 2.6974 -0.6130 -0.0366  -0.100
C 3.4993 0.5231 0.3322  -0.124
C 2.5295 1.6234 0.6550  -0.196
C 2.6028 2.8833 0.2276  0.021
C 1.4902 3.8101 0.3085  -0.010
C 0.2003 3.4515 0.1409  -0.013
C -0.2126 2.1027 -0.1767  -0.069
N 1.2906 1.2625 1.2930  -0.174
H 3.2580 -1.3016 -0.4119  0.134
H 4.1201 0.8372 -0.5070  0.144
H 4.1307 0.2717 1.1855  0.132
H 3.4955 3.2124 -0.2914  0.140
H 1.7197 4.8678 0.3565  0.125
H -0.5569 4.2187 0.0449  0.121
H -0.9830 1.9511 -0.9276  0.129
O -4.7532 -4.2558 -0.1005  0.123
C -3.7110 -3.4223 -0.0986  -0.286
C -3.8337 -2.0317 -0.0801  0.032
C -2.6879 -1.2716 -0.0801  -0.076
N -1.4617 -1.8061 -0.0921  -0.035
C -1.3769 -3.1348 -0.1173  -0.658
Br 0.4095 -3.7548 -0.1624  0.955
C -2.4402 -3.9992 -0.1184  0.003
H -5.5903 -3.7758 -0.0971  0.132
H -4.8036 -1.5534 -0.0710  0.129
H -2.7391 -0.1910 -0.0711  0.124
H -2.3174 -5.0711 -0.1401  0.133


Record 5
Here is one molecule with the formula C13H11BrO at a distorted geometry from the OMol25 dataset. Energies are from ωB97M-V with the def2-TZVPD basis set.

Its HOMO-LUMO gap is 0.316 hartree. Its energy relative to the best compared isomer or geometry (same formula, charge and spin) is 0.00 kJ/mol. The value obtained for the total energy is -85748.131 eV. As for the structure (SMILES): C=CC(=O)C1=CCCc2ccc(Br)cc21.

Each line ends with the Löwdin charge.
CARTESIAN COORDINATES (ANGSTROEM)
C -1.2042 -1.4530 2.4622  0.080
C -2.0397 -0.3588 2.2892  -0.074
C -2.2568 0.2416 0.9639  -0.407
O -3.2704 0.9152 0.8199  0.090
C -1.2858 0.1051 -0.1162  -0.112
C -1.7048 -0.4486 -1.3121  0.030
C -0.7679 -0.8337 -2.4396  -0.167
C 0.4597 0.0726 -2.4563  -0.149
C 0.9819 0.3553 -1.0725  -0.175
C 2.3605 0.5742 -0.9650  -0.022
C 2.9332 0.8670 0.3023  -0.129
C 2.1067 1.0529 1.4140  -0.661
Br 2.9781 1.4039 3.0837  0.704
C 0.7081 0.8564 1.2978  -0.046
C 0.1667 0.4057 0.0677  -0.109
H -1.0139 -1.8362 3.4444  0.055
H -0.7125 -1.9283 1.6189  0.073
H -2.5645 0.0905 3.1105  0.105
H -2.7666 -0.6550 -1.4788  0.122
H -1.2352 -0.7277 -3.4212  0.114
H -0.4323 -1.8457 -2.3216  0.112
H 0.2027 1.0565 -2.9136  0.139
H 1.2221 -0.3915 -3.0864  0.114
H 3.0054 0.4552 -1.8380  0.114
H 4.0332 0.9382 0.3960  0.103
H 0.0962 1.0881 2.1506  0.097


Record 6
Here is a 2-piece molecular cluster, C13H11Cl2N3O2 overall at a distorted geometry from the OMol25 dataset. Energies are from ωB97M-V with the def2-TZVPD basis set.

Its HOMO-LUMO gap is 0.203 hartree. The value obtained for the total energy is -47266.624 eV. As for the structure (SMILES): N#CC1=C(C#N)C(=O)C(Cl)=C(Cl)C1=O.C1CCNCC1.

Each line ends with the Löwdin charge.
CARTESIAN COORDINATES (ANGSTROEM)
N -3.3425 -1.9384 2.1552  0.218
C -2.3348 -1.3423 2.2397  -0.142
C -1.1211 -0.6030 2.2768  -0.084
C -1.1220 0.7539 2.0678  -0.107
C -2.3094 1.5116 2.2487  -0.147
N -3.3087 2.1124 2.4151  0.238
C 0.1318 1.5220 1.9593  -0.335
O 0.1267 2.7044 1.6072  0.118
C 1.3853 0.7580 2.2479  -0.580
Cl 2.8399 1.6615 2.2503  0.771
C 1.3858 -0.5956 2.4417  -0.596
Cl 2.8247 -1.4793 2.6641  0.780
C 0.1237 -1.3900 2.3842  -0.344
O 0.0992 -2.6167 2.4007  0.124
C -2.1220 2.1504 -3.3746  -0.212
C -2.9273 2.7081 -2.2176  -0.185
C -2.4072 2.3204 -0.8252  -0.220
N -1.7406 1.0393 -0.6679  -0.055
C -1.2909 0.2820 -1.8270  -0.216
C -1.8697 0.6590 -3.1901  -0.191
H -2.6704 2.3080 -4.3027  0.107
H -1.1798 2.6900 -3.4811  0.112
H -2.9810 3.7984 -2.2605  0.111
H -3.9476 2.3158 -2.2791  0.111
H -1.7233 3.1001 -0.4519  0.106
H -3.2507 2.3243 -0.1205  0.094
H -2.1746 0.4361 0.0313  0.076
H -0.1918 0.3417 -1.8898  0.107
H -1.5194 -0.7752 -1.6069  0.118
H -2.8241 0.1315 -3.2901  0.112
H -1.1916 0.2967 -3.9657  0.109